Record 1
ORCA calculation (wB97M-V/def2-TZVPD) on a 9-piece molecular cluster, C22H52Cl10O12S4 overall at a distorted geometry.

```
100
Properties=species:S:1:pos:R:3
C 3.07290 3.94882 -2.17482
C 3.03172 3.28001 -0.81259
O 4.46697 3.08673 -0.52438
S 5.01424 2.99095 0.95282
C 4.65488 1.36755 1.50028
O 6.46712 3.12343 0.90050
O 4.27266 3.88293 1.85842
H 3.49964 3.36497 -2.99979
H 3.70723 4.83503 -2.00994
H 2.12490 4.32761 -2.48021
H 2.69563 4.04361 -0.17707
H 2.43633 2.38615 -0.77361
H 4.82122 1.39340 2.55540
H 5.33160 0.69537 0.95127
H 3.63484 1.16008 1.27021
C 1.55274 -1.35625 -4.83375
C 0.57458 -1.44690 -5.95182
O -0.66617 -2.06890 -5.58923
S -1.66568 -1.38293 -4.50799
C -3.24117 -1.29946 -5.29309
O -1.73682 -2.30078 -3.37922
O -1.12757 -0.03301 -4.22761
H 1.55182 -2.25511 -4.22689
H 1.27098 -0.53728 -4.18823
H 2.58666 -1.20400 -5.18736
H 0.37566 -0.49257 -6.43334
H 0.89542 -2.16977 -6.71287
H -3.79624 -2.23819 -5.16594
H -3.07414 -1.09962 -6.33524
H -3.76311 -0.48969 -4.80452
C -0.89302 3.18071 -3.48900
C -0.14852 2.43339 -2.35851
O 0.08094 3.47030 -1.28092
S -1.02281 3.60502 -0.18446
C -1.94341 4.99712 -0.77381
O -1.91933 2.46721 -0.20352
O -0.36687 3.97042 1.05117
H -0.99836 2.51102 -4.34628
H -0.32800 4.02321 -3.87010
H -1.88690 3.51950 -3.25172
H -0.76710 1.68209 -1.89802
H 0.80405 2.02382 -2.74650
H -2.39626 4.72448 -1.70961
H -1.23716 5.79242 -1.00839
H -2.68965 5.35180 -0.08098
C -2.13925 -1.45530 1.41458
C -1.05044 -0.43307 1.70046
O 0.19345 -1.19469 1.33121
S 1.05745 -0.73944 0.12395
C 0.14552 -1.37913 -1.36547
O 1.12306 0.72982 0.03715
O 2.24748 -1.52226 0.25705
H -2.30101 -1.49174 0.33259
H -3.02795 -1.18332 1.95515
H -1.84760 -2.42209 1.79598
H -1.06407 0.48175 1.08003
H -0.79969 -0.16617 2.72238
H 0.88324 -1.55380 -2.15064
H -0.69948 -0.79251 -1.63047
H -0.22497 -2.34476 -0.99690
Cl -0.26855 -3.77854 3.44137
C 0.92818 -4.36824 2.20645
C 0.42707 -5.39389 1.23922
Cl 0.15966 -7.00917 1.97823
H 1.72729 -4.79337 2.78801
H 1.17549 -3.46792 1.62681
H 1.21848 -5.47393 0.45787
H -0.47583 -5.06342 0.74134
Cl -1.15413 2.38198 3.88012
C 0.29795 3.36417 3.97925
C 1.32918 2.74518 3.13595
Cl 2.02834 1.31781 3.89495
H 0.58269 3.46031 5.00777
H 0.08274 4.40054 3.64526
H 2.10295 3.41389 2.80624
H 0.84640 2.46943 2.19792
Cl -4.91737 -3.65106 2.90652
C -4.68139 -3.76035 4.70463
C -3.45532 -3.14457 5.18209
Cl -3.27561 -1.44155 4.83874
H -4.70723 -4.81256 5.04712
H -5.55214 -3.27934 5.13889
H -2.71041 -3.67616 4.64201
H -3.36825 -3.27440 6.27855
Cl -5.14930 -2.08034 -1.63904
C -5.02685 -0.42437 -0.88515
C -3.90895 0.35811 -1.56083
Cl -4.42778 1.42162 -2.83379
H -4.75792 -0.68207 0.13993
H -5.96606 0.10080 -0.80203
H -3.20115 -0.38954 -1.93168
H -3.37264 0.94406 -0.84959
Cl 5.86546 -1.53637 3.06370
C 4.22807 -1.65338 3.69826
C 3.48430 -2.76896 3.06888
Cl 4.22378 -4.39724 3.43592
H 3.69510 -0.70345 3.53668
H 4.33260 -1.79171 4.74626
H 3.42550 -2.57523 1.97043
H 2.46343 -2.78479 3.42099
```

Properties
net charge	0
DFT total energy	-216791.64147	eV
highest occupied orbital energy	-0.3798	Eh
gap between HOMO and LUMO	10.36	eV


Record 2
ORCA calculation (wB97M-V/def2-TZVPD) on C22H52F8N7O20S8V as an isolated structure at a distorted geometry.

```
118
Properties=species:S:1:pos:R:3
O 1.08359 -0.80951 -1.07769
V 2.65480 -0.51779 -1.37269
O 3.02308 -0.85407 -2.91141
C -2.01439 -3.33928 10.74506
C -2.16589 -4.73487 10.02259
N -2.80513 -4.75661 8.63752
C -4.20330 -4.23543 8.67572
C -1.81342 -4.02379 7.66630
C -2.50971 -3.80503 6.29669
C -2.85721 -6.29592 8.14178
C -3.87117 -7.25341 8.78209
O -3.37797 -7.73996 10.01927
C -4.35527 -7.86596 11.05546
H -2.93725 -2.88783 11.10921
H -1.54372 -2.53654 10.17746
H -1.28048 -3.46036 11.54182
H -2.73134 -5.43597 10.63644
H -1.21452 -5.22070 9.80584
H -4.14482 -3.14720 8.69699
H -4.89595 -4.57290 9.44673
H -4.58887 -4.34240 7.66182
H -0.97591 -4.71683 7.58647
H -1.43493 -3.07978 8.05833
H -2.83521 -4.66998 5.71876
H -1.85304 -3.28554 5.59882
H -3.35241 -3.12120 6.39832
H -1.84288 -6.61891 8.37609
H -3.00087 -6.27571 7.06148
H -3.81202 -8.16185 8.18262
H -4.92194 -6.97107 8.84743
H -3.74331 -8.50324 11.69380
H -5.26286 -8.41923 10.81408
H -4.46377 -6.84496 11.42137
C 12.74452 -0.93510 -6.97079
C 11.92243 -0.01062 -6.04927
O 11.97094 -0.06840 -4.79980
N 11.09572 1.11212 -6.71022
H 11.78195 1.70741 -7.15161
H 10.56283 0.71845 -7.47255
C 10.04231 1.87428 -5.84278
H 13.76216 -1.09420 -6.61415
H 12.85497 -0.43889 -7.93499
H 12.20099 -1.86016 -7.16299
H 10.56110 2.49258 -5.11020
H 9.43433 1.04884 -5.47248
H 9.41680 2.37518 -6.58165
C -5.99693 -0.23811 -1.82360
C -6.53070 0.48009 -0.66583
C -6.74276 1.94249 -0.90422
C -5.40185 2.67592 -0.66858
N -5.63604 4.20055 -0.93287
C -5.71770 4.56220 -2.41527
C -5.06654 5.89742 -2.48343
C -4.24780 6.27766 -1.26985
C -4.31816 4.95194 -0.55605
C -6.84241 4.87460 -0.16950
C -6.82581 4.53009 1.32707
C -7.74956 5.47890 2.09592
H -5.01972 0.14836 -2.11311
H -6.70129 -0.28664 -2.65404
H -5.86435 -1.30779 -1.66145
H -6.08556 0.17998 0.28280
H -7.53150 0.05993 -0.56596
H -7.57339 2.27698 -0.28272
H -6.86881 2.06683 -1.97975
H -4.74594 2.28493 -1.44641
H -4.90068 2.55436 0.29171
H -6.72805 4.47251 -2.81433
H -5.10950 3.89387 -3.02480
H -5.83374 6.67169 -2.48352
H -4.49310 6.17175 -3.36887
H -4.60220 7.10263 -0.65186
H -3.21824 6.44672 -1.58532
H -4.15451 5.01692 0.51964
H -3.43200 4.40694 -0.88129
H -7.77178 4.57100 -0.65138
H -6.64296 5.94363 -0.24357
H -5.83693 4.58170 1.78264
H -7.13167 3.51459 1.57869
H -7.58374 6.51754 1.80989
H -7.57091 5.49120 3.17111
H -8.82649 5.37373 1.96450
N -1.53442 3.50545 -8.04745
S -0.64422 2.45631 -7.30002
O -0.31151 2.75184 -5.92297
O 0.18650 1.55863 -8.11788
F -1.99509 1.53552 -7.11773
S -0.25732 4.42628 -8.49036
O 0.48436 3.99140 -9.64111
O 0.40217 5.18337 -7.46670
F -1.16469 5.56033 -9.15371
N 3.83498 3.68120 0.02808
S 3.64789 4.32561 1.39861
O 2.48898 5.20974 1.57193
O 4.91262 4.56899 2.11539
F 3.08886 2.93088 2.01272
S 4.63222 5.10653 -0.65329
O 6.08761 5.08656 -0.62104
O 4.04249 6.41533 -0.66118
F 4.34759 4.65813 -2.14227
N 8.34900 -1.21258 -10.79125
S 6.92132 -1.65638 -10.89517
O 6.57749 -3.04564 -10.53477
O 6.00340 -1.01100 -11.82149
F 6.64203 -0.86687 -9.46266
S 8.86226 -2.19043 -12.08013
O 8.09894 -2.27154 -13.34088
O 9.56709 -3.36100 -11.60777
F 9.98753 -1.13801 -12.50482
N 5.02079 -3.53181 0.98102
S 6.07091 -3.52410 2.12219
O 7.35400 -4.08871 1.89763
O 5.57691 -3.32766 3.42270
F 6.51696 -2.00790 1.68101
S 4.59278 -5.15107 1.33669
O 3.73598 -5.36463 2.49108
O 5.49878 -6.24971 0.89353
F 3.37570 -5.15834 0.25454
```

Properties
net charge	0
DFT total energy	-209124.57569	eV
highest occupied orbital energy	-0.2862	Eh
gap between HOMO and LUMO	2.63	eV


Record 3
ORCA calculation (wB97M-V/def2-TZVPD) on a 7-piece molecular cluster, C22H54BrN6O9P2 overall at a distorted geometry.

```
94
Properties=species:S:1:pos:R:3
C -1.39343 -0.57428 -0.11870
C -0.45290 0.19659 -1.01643
Br 1.36913 -0.39940 -0.61998
C -0.69614 -0.06467 -2.52712
P -1.00859 1.51829 -3.33801
C 0.58181 2.37365 -3.43189
P 0.49963 4.08354 -4.03519
O 0.37080 5.05427 -2.98414
O -0.67594 4.18211 -5.08244
O 1.82898 4.29387 -4.88804
H -1.07202 -1.60355 -0.01750
H -2.42067 -0.56625 -0.47161
H -1.34342 -0.14631 0.87364
H -0.51526 1.26300 -0.84097
H -1.47229 -0.79076 -2.74072
H 0.22432 -0.42317 -2.97300
H -1.96498 2.27350 -2.60100
H -1.44425 1.32002 -4.65016
H 1.05798 2.37396 -2.45635
H 1.23396 1.79397 -4.07952
H -0.52042 5.01412 -5.57482
H 2.56917 4.09521 -4.28534
C 2.88563 8.15007 -7.22065
O 2.95515 8.89643 -8.17409
N 2.31409 8.46129 -6.03956
C 2.26194 7.51909 -4.93980
C 1.73520 9.78488 -5.87364
H 3.29553 7.12338 -7.24433
H 1.22090 7.32394 -4.67091
H 2.78200 7.93103 -4.07233
H 2.73500 6.58510 -5.22335
H 0.95029 9.94360 -6.61345
H 2.50004 10.54699 -6.02221
H 1.31780 9.87897 -4.87449
C -4.35431 3.59123 -1.12985
O -3.20562 3.58261 -1.57094
N -5.37910 2.92443 -1.65297
C -6.72227 2.97935 -1.08045
C -5.15578 2.11375 -2.83280
H -4.62537 4.17495 -0.23940
H -7.04611 1.97848 -0.78078
H -7.41244 3.38140 -1.82529
H -6.72985 3.62319 -0.20536
H -4.40839 1.34368 -2.61915
H -4.78626 2.73664 -3.65008
H -6.08450 1.63758 -3.13127
C 0.88819 -3.65251 3.06543
O -0.02634 -3.75617 2.25944
N 2.18356 -3.82646 2.78415
C 3.22766 -3.67442 3.78865
C 2.55881 -4.17736 1.42473
H 0.70885 -3.38912 4.12265
H 3.91329 -2.88116 3.48036
H 3.77611 -4.60188 3.89060
H 2.79518 -3.41553 4.75045
H 2.21121 -3.40251 0.74535
H 2.08037 -5.11801 1.14576
H 3.63515 -4.27469 1.34584
C 4.30143 -5.84445 6.97630
O 4.37521 -5.30977 5.88306
N 3.16781 -6.31888 7.51629
C 3.13958 -6.94823 8.82335
C 1.93225 -6.19507 6.76073
H 5.18287 -5.98510 7.62373
H 2.77851 -7.97435 8.73559
H 2.47605 -6.39449 9.48985
H 4.13806 -6.96249 9.25368
H 2.02489 -6.71456 5.80630
H 1.72397 -5.14396 6.55760
H 1.11107 -6.62350 7.32855
C 5.64832 -3.85134 -1.23706
O 4.91289 -3.27163 -0.45622
N 6.70690 -4.59389 -0.87948
C 7.54724 -5.26145 -1.85578
C 7.01695 -4.73008 0.53542
H 5.49721 -3.81044 -2.32936
H 7.53506 -6.33900 -1.68381
H 8.57388 -4.90084 -1.77287
H 7.18464 -5.06186 -2.86151
H 6.17386 -5.17962 1.06043
H 7.20553 -3.74888 0.97127
H 7.89553 -5.35694 0.65867
C -7.85818 0.22701 1.69324
O -7.70153 1.00292 0.75983
N -8.43062 0.54707 2.85721
C -8.59033 -0.41850 3.93007
C -8.90841 1.90765 3.05063
H -7.53149 -0.82375 1.64333
H -9.64816 -0.53815 4.16762
H -8.06275 -0.07481 4.82095
H -8.18557 -1.38232 3.63089
H -9.65800 2.14879 2.29712
H -8.08125 2.61007 2.94681
H -9.34454 2.00491 4.04057
```

Properties
net charge	+1
DFT total energy	-139674.25670	eV
highest occupied orbital energy	-0.3770	Eh
gap between HOMO and LUMO	7.93	eV